No. 1
Below is a 2-piece molecular cluster, C32H35BF3NO2S overall at a distorted geometry, with properties calculated with the ωB97M-V functional and the def2-TZVPD basis.

Last column: Mulliken charge in e.
Geometry (Å):
1 F 2.55242 3.19473 4.35901  -0.30
2 C 2.42854 1.82025 4.32950  0.35
3 C 3.58071 1.05431 4.47587  -0.68
4 C 3.40384 -0.33312 4.44276  0.34
5 F 4.51857 -1.12823 4.60347  -0.31
6 C 2.16960 -0.93162 4.27902  -0.89
7 C 0.99057 -0.13251 4.11731  1.14
8 C -0.23448 -0.81361 3.88812  -0.54
9 C -1.57735 -0.43098 4.16422  1.36
10 C -2.56418 -1.46580 4.24109  -0.82
11 C -3.91059 -1.17564 4.38481  -0.53
12 C -4.36154 0.15442 4.44273  -0.54
13 C -3.39895 1.15491 4.39734  0.23
14 F -3.82285 2.46831 4.43239  -0.34
15 C -2.03609 0.91079 4.33107  -0.57
16 C 1.15771 1.28444 4.16082  -0.51
17 H 4.55085 1.50841 4.63805  0.50
18 H 2.07338 -2.01768 4.26526  0.45
19 H -0.11530 -1.85375 3.55384  0.32
20 H -2.22215 -2.50039 4.17429  0.39
21 H -4.63839 -1.98504 4.45009  0.40
22 H -5.41106 0.40580 4.56187  0.48
23 H -1.34598 1.74355 4.38572  0.43
24 H 0.31738 1.95560 4.01669  0.21
25 C -1.35119 1.24064 -7.43178  -1.25
26 C -0.77632 1.40068 -6.07829  0.56
27 C 0.39301 2.03659 -5.71335  -0.70
28 C 0.68321 1.91277 -4.30547  -1.04
29 C -0.25594 1.14038 -3.65513  0.18
30 B -0.34707 0.69959 -2.08582  1.99
31 C 0.55179 -0.69861 -1.94441  -0.06
32 C -0.04242 -1.91133 -1.60625  -0.64
33 C 0.74604 -3.04321 -1.37902  -0.75
34 C 2.15360 -2.99417 -1.56210  1.84
35 N 2.93110 -4.10592 -1.36698  0.13
36 C 4.26040 -4.25481 -1.92268  -1.07
37 C 2.47782 -5.26328 -0.62282  -1.09
38 C 2.72795 -1.75780 -1.96078  -0.73
39 C 1.92698 -0.62222 -2.10438  -1.15
40 O 0.26656 1.78773 -1.38119  -0.74
41 C -0.81899 2.43285 -0.75127  1.68
42 C -0.29748 3.11555 0.50889  -1.84
43 C -1.40735 3.49146 -1.68388  -1.97
44 C -1.86642 1.20571 -0.52237  2.00
45 C -1.47154 0.34920 0.68184  -1.65
46 C -3.32493 1.60091 -0.36884  -2.05
47 O -1.71451 0.46518 -1.71826  -0.84
48 S -1.56784 0.69844 -4.69275  -0.24
49 H -0.73884 1.78667 -8.15017  0.34
50 H -1.36924 0.17693 -7.69910  0.26
51 H -2.37768 1.62130 -7.45406  0.28
52 H 1.02735 2.56048 -6.42467  0.33
53 H 1.56106 2.35575 -3.84193  0.49
54 H -1.12596 -2.00418 -1.51761  0.43
55 H 0.25632 -3.97347 -1.08997  0.29
56 H 4.48362 -3.44425 -2.62032  0.29
57 H 5.02301 -4.26531 -1.12978  0.34
58 H 4.33635 -5.21130 -2.46466  0.34
59 H 1.55717 -5.03585 -0.08067  0.29
60 H 2.29904 -6.12086 -1.28862  0.33
61 H 3.24604 -5.56548 0.10574  0.34
62 H 3.80143 -1.66982 -2.12473  0.25
63 H 2.38560 0.33356 -2.35780  0.29
64 H -1.12973 3.54698 1.07730  0.30
65 H 0.26795 2.42052 1.13855  0.20
66 H 0.37173 3.93214 0.21064  0.53
67 H -2.19698 4.04911 -1.16445  0.43
68 H -0.61631 4.19943 -1.95861  0.42
69 H -1.81496 3.04527 -2.60118  0.24
70 H -1.71370 0.87886 1.61128  0.03
71 H -2.04816 -0.58485 0.67247  0.50
72 H -0.40063 0.10365 0.68525  0.19
73 H -3.45370 2.19109 0.54620  0.26
74 H -3.68298 2.16922 -1.23284  0.42
75 H -3.92888 0.69090 -0.27454  0.47

- Net charge: 0
- Calculated total energy: -58998.4535 eV
- Relative energy (zero: lowest compared OMol25 entry of this formula, charge and spin): 4.128 eV
- F_max: 3.3 eV/A
- HOMO-LUMO gap: 1.9 eV
- E_HOMO: -6.1 eV

---

No. 2
Below is a 7-piece molecular cluster, C4H21NO13S2 overall at a distorted geometry, with properties calculated with the ωB97M-V functional and the def2-TZVPD basis.

Last column: Mulliken charge in e.
Geometry (Å):
1 O 9.90231 -10.20703 11.88642  -0.37
2 H 10.33936 -11.01381 12.16875  0.59
3 H 9.68353 -9.68087 12.65900  0.39
4 H 10.46952 -9.63112 11.36855  0.35
5 O 12.19895 -7.84691 13.20886  -0.28
6 H 11.46646 -8.33485 13.59224  0.41
7 H 13.04169 -7.79422 13.66559  0.49
8 H 12.38804 -8.19453 12.33421  0.37
9 O 11.15504 -10.84720 15.94581  -0.19
10 H 11.55094 -11.70465 15.77361  0.51
11 H 10.56499 -10.65906 15.21229  0.27
12 H 11.78523 -10.12563 16.00743  0.54
13 O 10.10176 -8.93586 14.02578  -1.18
14 H 9.13563 -8.95393 14.16998  0.13
15 S 14.38565 -9.33886 15.03130  1.08
16 O 14.32633 -8.20599 14.15391  -0.91
17 O 14.61854 -10.54742 14.23008  -0.70
18 O 15.35598 -9.30397 16.05895  -0.73
19 O 13.03279 -9.34733 15.55031  -0.75
20 S 11.63273 -13.10145 13.57105  1.14
21 O 11.97377 -12.89709 14.98919  -0.83
22 O 10.66145 -14.21353 13.26832  -0.79
23 O 11.08419 -11.83404 13.09058  -0.78
24 O 12.84230 -13.26811 12.82913  -0.72
25 C 8.93982 -5.87219 17.49579  -1.48
26 C 10.19844 -6.69489 17.89338  0.24
27 C 9.85176 -8.07603 18.48872  -0.49
28 O 11.00633 -8.76211 18.98394  -0.31
29 C 10.76603 -10.07389 19.58354  -0.67
30 N 11.01792 -6.64996 16.68970  -0.72
31 H 8.37803 -6.07376 16.58372  0.30
32 H 9.20077 -4.82410 17.34908  0.34
33 H 8.17344 -6.01167 18.25822  0.39
34 H 10.74524 -6.11165 18.63428  0.41
35 H 9.39527 -8.57495 17.63384  0.21
36 H 9.08562 -7.89946 19.24367  0.41
37 H 9.81607 -9.97255 20.10833  0.32
38 H 11.46135 -10.31378 20.38796  0.25
39 H 10.84388 -10.91631 18.89625  0.22
40 H 10.69025 -7.28712 15.97782  0.25
41 H 11.86490 -7.04744 17.07014  0.33

- Net charge: -2
- Calculated total energy: -54263.9534 eV
- F_max: 6.0 eV/A
- HOMO-LUMO gap: 5.3 eV
- E_HOMO: -1.1 eV

---

No. 3
Below is C18H22GdO5 as an isolated structure at a distorted geometry, with properties calculated with the ωB97M-V functional and the def2-TZVPD basis.

Last column: Mulliken charge in e.
Geometry (Å):
1 Gd -0.59807 -0.25314 -0.67472  1.11
2 O 0.55539 0.00018 1.06764  -0.48
3 C 0.06884 -0.41101 2.21948  0.24
4 O 0.24835 -1.53830 2.58527  -0.61
5 C -0.62350 0.59815 3.12348  -0.13
6 C 0.11988 1.95105 3.19047  -0.11
7 C -0.50484 2.77494 4.32679  -0.83
8 C -1.84894 3.25926 3.63443  -0.89
9 C -1.77237 2.52451 2.30913  -0.10
10 O -0.36603 2.51045 1.98510  -0.57
11 C -2.02050 1.03159 2.50712  0.00
12 C -2.24064 0.40699 1.13854  0.37
13 O -2.07016 -0.82023 1.07058  -0.60
14 O -2.31797 1.12030 0.05589  -0.78
15 H -0.76047 0.12852 4.07830  0.68
16 H 1.18781 1.96187 3.30151  0.63
17 H -0.66368 2.14241 5.22050  0.30
18 H 0.25949 3.52257 4.55652  0.37
19 H -2.76888 2.99954 4.20602  0.33
20 H -1.88666 4.35434 3.46883  0.32
21 H -2.36742 2.95781 1.46990  0.60
22 H -2.83001 0.72435 3.08643  0.64
23 C 1.74940 -0.29310 -5.18374  -1.60
24 C 2.02811 -0.08775 -3.72628  0.76
25 C 1.44061 1.13642 -3.10008  -1.19
26 C 1.46931 -1.19052 -2.84780  0.65
27 C 0.18515 -1.70831 -3.03318  -0.53
28 C -0.41309 -2.60002 -2.13128  -0.67
29 C 0.16791 -2.87227 -0.89767  0.31
30 C -0.54865 -3.72147 0.20471  -1.39
31 C 1.53571 -2.44497 -0.69939  -0.42
32 C 2.14491 -1.57397 -1.63799  -0.72
33 H 2.27385 0.54514 -5.70930  0.41
34 H 0.69038 -0.12869 -5.42597  0.33
35 H 2.10783 -1.22180 -5.61563  0.38
36 H 3.13521 0.07484 -3.56679  0.41
37 H 0.36425 1.00645 -2.93327  0.12
38 H 1.60609 2.09866 -3.57379  0.46
39 H 1.91058 1.33356 -2.10025  0.32
40 H -0.31849 -1.37167 -3.92391  0.33
41 H -1.33551 -3.07946 -2.36893  0.50
42 H -1.03308 -4.58821 -0.16969  0.46
43 H -1.23283 -3.15827 0.78757  0.22
44 H 0.10874 -4.10296 0.94563  0.43
45 H 1.99571 -2.74649 0.18820  0.49
46 H 3.16830 -1.25129 -1.40839  0.41

- ⟨S²⟩: 16.051
- Net charge: +1
- Calculated total energy: -50090.0906 eV
- F_max: 3.3 eV/A
- HOMO-LUMO gap (alpha / beta): 9.0 / 5.3 eV
- E_HOMO (alpha / beta): -12.6 / -12.5 eV
- Spin multiplicity: 8

---

No. 4
Below is C18H40NOSSi3Zr as an isolated structure, with properties calculated with the ωB97M-V functional and the def2-TZVPD basis.

Last column: Mulliken charge in e.
Geometry (Å):
1 Zr -0.14164 -0.02394 0.01111  -1.38
2 C 3.11056 -0.83990 -0.04837  -1.18
3 O 1.94146 0.03244 -0.05654  0.36
4 Si 2.14242 1.85095 0.04317  -0.11
5 C 3.12671 2.14984 1.56300  -1.27
6 C 3.08304 2.28160 -1.47044  -1.17
7 C 0.28305 2.09759 0.11229  0.81
8 Si -0.51139 2.41660 -1.55790  0.57
9 C -2.32846 2.75501 -1.51528  -0.98
10 C -0.33482 0.55399 -2.35225  -1.54
11 C 0.34085 3.52348 -2.76208  -1.09
12 Si -0.44453 2.30621 1.84013  0.34
13 C -2.27735 2.58964 1.83821  -0.87
14 C -0.25145 0.42876 2.46040  -1.54
15 C 0.42062 3.39588 3.04462  -1.06
16 H 3.91401 -0.34068 0.48856  0.41
17 H 3.41886 -1.03329 -1.07373  0.33
18 H 2.86250 -1.76550 0.46029  0.37
19 H 4.16588 1.86855 1.37613  0.54
20 H 2.78229 1.60837 2.44412  0.41
21 H 3.12960 3.21731 1.79716  0.43
22 H 4.10821 1.92438 -1.33623  0.48
23 H 3.13994 3.36435 -1.60241  0.43
24 H 2.69546 1.84378 -2.38927  0.38
25 H -2.90997 2.09968 -0.87140  0.14
26 H -2.73315 2.69589 -2.52874  0.43
27 H -2.48944 3.78144 -1.17331  0.39
28 H -0.99353 -0.31523 -2.15816  0.56
29 H 0.70458 0.21438 -2.47945  0.66
30 H -0.64961 0.82376 -3.36496  0.63
31 H 0.72224 4.41035 -2.25168  0.38
32 H -0.40409 3.86127 -3.48659  0.44
33 H 1.15905 3.06750 -3.31419  0.43
34 H -2.84309 1.83942 1.28490  -0.07
35 H -2.52233 3.57112 1.42710  0.37
36 H -2.63538 2.57727 2.87093  0.46
37 H -0.98274 -0.35959 2.20264  0.65
38 H -0.45128 0.55585 3.52824  0.64
39 H 0.77365 0.02755 2.40851  0.68
40 H 0.65311 4.35579 2.57735  0.38
41 H 1.33715 2.98653 3.46297  0.42
42 H -0.26459 3.59559 3.87221  0.43
43 C -4.20665 -0.21993 -0.34392  -1.04
44 S -2.66663 -1.11512 -0.02003  0.44
45 C -2.76996 -2.41242 -1.28039  -0.91
46 H -5.01234 -0.93970 -0.21483  0.48
47 H -4.20683 0.18659 -1.35197  0.35
48 H -4.31128 0.56775 0.39761  0.39
49 H -2.80960 -1.97618 -2.27673  0.37
50 H -3.68386 -2.96939 -1.08273  0.47
51 H -1.91610 -3.07673 -1.17700  0.16
52 C 0.79588 -6.56240 0.25562  -1.41
53 C 0.60776 -5.08543 0.28552  0.77
54 C 0.93399 -4.28746 -0.82151  -0.68
55 C 0.75955 -2.92942 -0.75712  -0.66
56 N 0.27245 -2.29031 0.33407  1.31
57 C -0.04820 -3.05557 1.39916  -0.62
58 C 0.10520 -4.42327 1.40837  -1.03
59 H 1.85687 -6.80078 0.14796  0.36
60 H 0.29207 -6.99573 -0.61019  0.38
61 H 0.42520 -7.04005 1.15856  0.40
62 H 1.32746 -4.73369 -1.72576  0.52
63 H 1.01552 -2.31095 -1.61481  0.39
64 H -0.43927 -2.54721 2.27187  0.44
65 H -0.16767 -4.97658 2.29719  0.43

- Net charge: +3
- Calculated total energy: -58579.8986 eV
- F_max: 0.6 eV/A
- HOMO-LUMO gap: 8.2 eV
- E_HOMO: -18.5 eV

---

No. 5
Below is a 3-piece molecular cluster, C17H35INO4 overall, with properties calculated with the ωB97M-V functional and the def2-TZVPD basis.

Last column: Mulliken charge in e.
Geometry (Å):
1 C -5.20349 1.75400 -1.91646  -1.86
2 C -3.81254 1.23438 -1.54604  0.81
3 C -3.33478 0.23480 -2.59829  -1.03
4 C -2.83133 2.39584 -1.28095  0.46
5 C -2.87174 3.46797 -2.37322  -1.67
6 C -1.41254 1.91965 -1.02487  -0.95
7 O -1.41081 1.28278 0.25847  -0.30
8 C -0.29455 0.45644 0.53056  0.16
9 C -0.12049 0.36980 2.03158  -0.91
10 C -1.41521 -0.11080 2.69017  -0.70
11 C -2.10082 -1.29129 1.99273  -0.61
12 N -1.99195 -1.27239 0.47951  -0.58
13 I -2.69592 -3.05880 -0.34627  0.32
14 C -0.60719 -0.92351 -0.04218  -0.71
15 O 0.29015 -1.87865 0.40003  -0.40
16 H -5.52046 2.56354 -1.25600  0.39
17 H -5.22047 2.12858 -2.94099  0.37
18 H -5.94186 0.95466 -1.84177  0.49
19 H -3.94059 0.70195 -0.58783  0.21
20 H -3.04333 0.75155 -3.51668  0.25
21 H -2.47403 -0.36729 -2.28468  0.14
22 H -4.13306 -0.46298 -2.85487  0.41
23 H -3.14607 2.83813 -0.32887  0.39
24 H -3.73321 4.12320 -2.26182  0.39
25 H -2.92380 3.03183 -3.37386  0.33
26 H -1.97779 4.09243 -2.33796  0.43
27 H -1.08407 1.20314 -1.79030  0.40
28 H -0.70121 2.74957 -1.02809  0.40
29 H 0.61288 0.83882 0.05499  0.45
30 H 0.71487 -0.29338 2.25920  0.26
31 H 0.13595 1.36214 2.39906  0.48
32 H -1.22118 -0.44164 3.71070  0.47
33 H -2.11756 0.71970 2.74969  0.32
34 H -1.70443 -2.25391 2.30821  0.38
35 H -3.17182 -1.27569 2.18897  0.45
36 H -2.62381 -0.54952 0.11480  0.30
37 H -0.69887 -0.90168 -1.13044  0.88
38 H 0.56196 -2.46586 -0.31828  0.42
39 C 5.17626 -4.79415 1.41561  -1.21
40 C 4.32093 -3.62775 1.00319  0.81
41 O 4.63785 -2.87553 0.11003  -0.52
42 C 3.02173 -3.42238 1.75059  -0.62
43 H 6.07389 -4.83504 0.80500  0.32
44 H 5.44673 -4.70422 2.46957  0.33
45 H 4.61377 -5.72442 1.31336  0.34
46 H 3.20347 -3.29806 2.81997  0.39
47 H 2.37192 -4.29327 1.64001  0.35
48 H 2.53272 -2.53295 1.36133  -0.19
49 C 4.56462 2.85331 -0.24709  -1.30
50 C 3.56634 1.79187 0.12552  0.79
51 O 2.40292 2.06423 0.34708  -0.51
52 C 4.07800 0.37980 0.21459  -0.60
53 H 4.08667 3.82841 -0.27917  0.32
54 H 5.38280 2.86253 0.47561  0.35
55 H 5.00849 2.62147 -1.21727  0.35
56 H 4.88166 0.31541 0.95055  0.40
57 H 4.51232 0.06973 -0.73732  0.37
58 H 3.28207 -0.30654 0.49089  -0.17

- Net charge: +1
- Calculated total energy: -35971.0370 eV
- F_max: 0.3 eV/A
- HOMO-LUMO gap: 7.2 eV
- E_HOMO: -11.9 eV

---

Which formula does entry 5 have? C17H35INO4

---

F_max of number 5 (C17H35INO4)? 0.3 eV/A

---

Which value of calculated total energy does entry 3 give? -50090.0906 eV

---

Which of these has the lowest calculated total energy? C32H35BF3NO2S